The following is a DFT calculation (ωB97M-V/def2-TZVPD) of a molecular structure, C45H33ClLiN5O2P2Se2 in a non-equilibrium geometry.

As for the HOMO-LUMO gap: 5.46 eV. Its lowest unoccupied orbital energy is 3.802 eV. As for the energy: -220746.50307 eV. For the HOMO energy, the calculation gives -1.66 eV. As for the energy relative to the best compared isomer or geometry (same formula, charge and spin): 30.45 kcal per mole. As for the charge: -2.

Each line ends with the Löwdin charge.
Element x y z (Å)
1 Se 0.402 3.447 -0.179  0.35
2 Se -4.773 -0.228 1.183  0.29
3 Cl 10.778 0.810 0.976  0.60
4 P -3.414 -1.278 -0.070  0.55
5 P -1.242 2.159 -0.255  0.54
6 O 4.415 2.288 -0.302  -0.12
7 O 4.568 3.180 1.732  -0.02
8 N 0.297 0.063 0.276  0.00
9 N 0.313 -1.221 0.503  -0.03
10 N 3.157 -0.388 1.089  0.01
11 N -0.858 -1.755 0.331  0.00
12 N 2.960 -1.477 0.459  0.05
13 C 2.955 -2.659 -1.579  -0.06
14 C -2.405 3.371 -3.971  -0.09
15 C 2.272 -1.537 -3.579  -0.14
16 C 2.590 -2.708 -2.904  -0.15
17 C -1.711 3.188 -2.789  -0.11
18 C -3.596 3.128 3.538  -0.10
19 C -5.735 -1.168 -3.422  -0.11
20 C -2.577 -4.543 2.174  -0.08
21 C -3.628 2.746 -4.158  -0.10
22 C 1.860 -0.288 5.045  -0.12
23 C 8.515 1.810 2.055  -0.12
24 C -4.872 -1.655 -4.397  -0.09
25 C -2.768 -3.245 1.745  -0.11
26 C -3.716 -4.067 -0.309  -0.08
27 C 8.478 1.366 -0.324  -0.12
28 C 2.394 -0.313 -2.928  -0.18
29 C -2.297 2.514 1.179  -0.38
30 C -3.306 -3.007 0.485  -0.35
31 C 2.649 -0.223 -1.574  -0.11
32 C -2.368 2.487 3.577  -0.08
33 C -1.721 2.172 2.399  -0.10
34 C 2.541 0.824 3.026  -0.02
35 C 7.162 1.792 -0.375  -0.02
36 C -2.236 2.390 -1.780  -0.31
37 C -2.933 -5.606 1.357  -0.10
38 C -3.994 -1.392 -1.787  -0.37
39 C 5.018 2.613 0.737  -0.69
40 C 6.516 2.229 0.773  -0.11
41 C -5.299 -1.041 -2.120  -0.13
42 C 2.784 -0.408 2.415  -0.28
43 C 2.587 -1.580 3.158  -0.04
44 C -3.520 -5.367 0.127  -0.10
45 C 9.130 1.375 0.896  -0.69
46 C -3.117 -1.859 -2.768  -0.07
47 C 2.070 0.878 4.322  -0.10
48 C -1.713 -0.771 -0.018  -0.42
49 C -3.471 1.780 -1.965  -0.10
50 C -4.163 3.471 2.323  -0.11
51 C 7.203 2.246 1.980  -0.02
52 C -4.165 1.963 -3.149  -0.08
53 C -3.566 -1.995 -4.064  -0.08
54 C -0.950 0.412 -0.061  -0.42
55 C -3.511 3.178 1.139  -0.12
56 C 2.138 -1.513 4.459  -0.12
57 C 2.942 -1.431 -0.888  -0.37
58 Li 2.906 1.271 -0.107  0.47
59 H -4.181 -3.883 -1.268  0.10
60 H 8.993 1.021 -1.209  0.09
61 H -6.746 -0.885 -3.686  0.10
62 H 3.251 -3.555 -1.051  0.09
63 H -1.991 4.001 -4.748  0.10
64 H 9.056 1.797 2.990  0.09
65 H -5.126 3.963 2.294  0.09
66 H -5.213 -1.767 -5.418  0.09
67 H 1.917 -1.577 -4.605  0.07
68 H -5.954 -0.667 -1.341  0.06
69 H -2.748 -6.623 1.679  0.09
70 H 2.548 -3.660 -3.425  0.08
71 H -2.895 -2.369 -4.825  0.10
72 H 2.715 1.726 2.459  0.09
73 H -3.946 3.437 0.184  0.10
74 H 1.994 -2.428 5.023  0.09
75 H -1.919 2.227 4.525  0.10
76 H 6.609 1.784 -1.302  0.12
77 H -2.491 -2.408 2.371  0.10
78 H -2.103 -2.121 -2.497  0.12
79 H 2.767 -2.527 2.675  0.10
80 H -3.888 1.177 -1.169  0.04
81 H -5.126 1.486 -3.289  0.09
82 H 1.863 1.838 4.776  0.10
83 H -4.166 2.876 -5.090  0.09
84 H 1.492 -0.243 6.062  0.08
85 H -0.757 3.671 -2.625  0.04
86 H -3.805 -6.198 -0.506  0.09
87 H -0.767 1.659 2.413  0.10
88 H 6.682 2.602 2.857  0.11
89 H 2.199 0.596 -3.489  0.07
90 H -2.126 -4.732 3.138  0.10
91 H -4.116 3.356 4.460  0.09